Record 1
Here is 11 unconnected molecules or ions with the total composition C32H91N5O17 in a non-equilibrium geometry from the Open Molecules 2025 dataset. Energies are from the ωB97M-V functional and the def2-TZVPD basis.

## Properties
structure (SMILES) = COC[C@H](C)N.COC[C@H](C)N.COC[C@H](C)N.COC[C@H](C)N.COC[C@H](C)N.OCCO.OCCO.OCCO.OCCO.OCCO.OCCO
HOMO-LUMO gap = 9.41 eV
spin multiplicity = 1
DFT total energy = -76910.5801 eV

Geometry as XYZ:
```
145
Properties=species:S:1:pos:R:3:lowdin_charge:R:1
H 1.71 3.29 0.71 0.061
H -2.68 -6.08 -2.66 0.108
C -3.27 -1.73 -5.55 -0.270
H 0.63 3.13 8.55 0.090
C 5.07 2.82 -2.68 -0.195
H 1.38 -1.27 -3.37 0.121
H -1.11 4.57 7.54 0.058
H 2.42 -4.17 2.42 0.080
H 0.17 -6.29 0.40 0.079
H 5.94 -0.62 0.52 0.123
H -3.24 1.22 -0.14 0.064
H -0.97 0.78 -0.36 0.080
H 4.85 -1.10 1.86 0.126
H 3.61 -0.11 -5.16 0.097
H -2.15 -1.98 3.70 0.052
C -1.99 3.50 -1.71 -0.186
H 0.38 0.66 -1.55 0.127
H -4.18 4.23 -0.38 0.057
H -3.76 1.34 2.59 0.135
H -2.52 0.32 3.34 0.105
O -1.27 -2.02 4.11 -0.096
H 5.75 1.01 3.43 0.074
C -4.74 -1.81 -5.51 -0.282
N 2.32 0.41 0.43 0.079
H -0.94 3.48 2.07 0.067
H -0.16 -2.74 -1.07 0.080
H -0.16 -0.57 3.19 0.108
H 0.59 -1.66 5.42 0.063
H 0.18 2.99 -0.23 0.036
C 1.04 -2.31 3.64 -0.177
C -4.96 -5.35 -1.86 -0.046
H 2.61 0.46 -0.53 0.056
H -0.82 4.73 0.25 0.040
H 3.56 0.56 -3.05 0.011
C 3.05 -0.97 -4.89 -0.230
O 4.88 0.91 1.53 -0.094
H 0.64 -3.43 0.92 0.094
C -0.67 -1.74 -1.05 -0.132
C -1.57 2.79 2.63 -0.084
O -1.82 1.64 1.84 -0.211
H -4.64 -2.92 -2.27 0.060
H -3.52 5.49 0.37 0.058
C -3.84 0.33 0.17 -0.027
O 4.83 1.90 -3.82 -0.099
H -2.07 -0.61 1.06 0.086
H 3.98 0.77 1.17 0.029
H 4.08 3.02 -2.22 0.115
H -2.83 1.02 -2.59 0.050
C -3.66 -4.53 -1.59 -0.381
N -3.74 -1.39 2.09 0.048
C 1.19 2.69 0.00 -0.035
O 2.84 0.01 -2.78 -0.097
H 2.06 -0.55 0.45 0.055
H 2.22 3.70 8.26 0.044
H -4.72 0.77 0.63 0.073
H -4.77 -6.41 -1.61 0.092
H 1.19 4.72 9.25 0.083
C -2.42 4.83 -1.12 -0.417
H -2.44 3.25 3.02 0.075
O 5.60 0.83 -1.46 -0.056
H -0.32 5.41 -1.35 0.080
H -0.95 4.79 5.92 0.064
H -2.58 -6.37 -4.84 0.094
C 2.11 3.34 3.71 -0.090
H 5.70 1.69 -4.21 0.103
H -4.60 -3.63 -4.61 0.056
H -3.32 -4.87 -0.62 0.121
H 2.81 3.82 6.30 0.124
H 1.99 -5.57 -0.64 0.136
C -1.07 5.39 -0.56 -0.049
N -3.35 4.62 -0.04 0.071
H -1.70 -1.82 -0.72 0.061
C -3.06 -0.31 1.36 -0.403
O 2.06 -4.73 1.71 -0.056
H 1.45 2.75 6.03 0.117
O 1.44 -1.70 4.95 -0.083
H -5.22 -5.23 -2.94 0.079
H 5.26 0.78 -0.56 0.029
O -3.16 -4.60 -3.90 -0.323
O -3.11 3.08 -2.58 -0.201
O -5.24 -3.03 -5.08 -0.074
H 0.73 -3.34 3.82 0.115
H 7.13 -1.25 2.54 0.110
H -3.63 1.74 -4.03 0.085
H 3.25 3.22 3.68 0.109
H -4.66 -1.05 2.35 0.082
H -1.72 2.69 -0.97 0.108
C -2.81 0.78 2.42 -0.187
O 6.38 0.31 3.61 -0.048
C -2.63 -5.01 -2.64 -0.161
H 1.63 2.35 3.84 0.084
H 2.30 -3.27 0.35 0.128
H -5.03 -1.76 -6.60 0.137
H -3.17 -2.52 -1.82 0.019
H -0.59 -2.00 2.14 0.100
H -5.87 -4.98 -1.39 0.077
C -0.27 -1.65 3.13 -0.209
H 6.91 2.30 -1.87 0.107
C 0.06 0.46 -0.49 -0.104
H 4.48 -1.50 -3.72 0.097
H 1.90 -2.18 3.02 0.092
C 1.22 4.05 8.37 -0.069
C 1.16 -4.86 -0.50 -0.238
H -1.12 3.71 -2.32 0.111
H -3.00 -0.74 -5.99 0.131
H -0.89 2.54 3.47 0.089
O 3.98 -2.00 -4.42 -0.073
H -1.23 6.40 -0.20 0.072
H -3.86 -2.28 1.60 0.081
H 0.73 1.25 1.47 0.116
H 0.95 -4.28 -1.38 0.094
H -2.84 5.53 -1.84 0.137
H -2.85 -2.45 -6.23 0.113
H 5.39 3.79 -3.10 0.127
H -1.58 -4.86 -5.22 0.125
H 7.61 0.24 1.99 0.134
C 1.53 -3.99 0.65 -0.283
H -0.73 -1.32 -2.07 0.094
H -4.09 -0.36 -0.65 0.061
H 1.42 0.28 -4.31 0.133
C 5.54 -0.33 1.51 -0.277
C 0.88 4.61 6.97 -0.415
H 1.77 2.74 -0.93 0.087
H 1.21 5.69 6.82 0.149
H 2.45 -1.34 -5.69 0.112
H -1.51 -4.73 -2.60 0.147
H 5.71 2.87 -0.72 0.133
C -2.85 1.81 -3.30 -0.056
C 6.70 -0.29 2.40 -0.284
O -2.63 -1.82 -4.29 -0.077
H -3.35 -5.10 -5.87 0.106
H -2.53 -2.76 -4.10 0.043
H -1.87 1.81 -3.68 0.062
H 1.81 3.77 2.76 0.053
C 2.06 -0.53 -3.84 -0.222
H -5.22 -0.99 -4.96 0.124
O 0.15 -1.00 -0.25 -0.218
N -3.94 -3.09 -1.57 0.079
C 1.10 1.26 0.43 -0.346
C -2.64 -5.29 -5.03 -0.080
C 1.75 3.78 5.99 -0.238
O 1.68 4.33 4.68 -0.191
C 5.88 2.22 -1.59 -0.242
O -0.02 -5.63 -0.26 -0.061
N -0.54 4.38 6.74 0.035
```

Record 2
Here is 10 unconnected molecules or ions with the total composition C32H91N7O10 in a non-equilibrium geometry from the Open Molecules 2025 dataset. Energies are from the ωB97M-V functional and the def2-TZVPD basis.

## Properties
structure (SMILES) = COC[C@H](C)N.COC[C@H](C)N.COC[C@H](C)N.COC[C@H](C)N.COC[C@H](C)N.COC[C@H](C)N.COC[C@H](C)N.CCO.CCO.O
HOMO-LUMO gap = 9.20 eV
spin multiplicity = 1
DFT total energy = -65560.4273 eV

Geometry as XYZ:
```
140
Properties=species:S:1:pos:R:3:lowdin_charge:R:1
H 5.99 -2.93 0.10 0.087
C 5.66 -2.36 -0.78 -0.080
O 5.64 -0.98 -0.43 -0.184
H 2.08 -5.21 3.24 0.075
H 1.84 1.26 -0.28 0.048
H -3.17 5.20 -2.66 0.074
H 3.25 4.22 -0.30 0.060
H -3.00 1.47 -2.39 0.117
C -3.89 -4.57 -2.40 -0.433
C 0.75 1.19 4.57 -0.226
C -0.11 1.66 -0.36 -0.255
H 3.89 -6.01 2.05 0.086
H -4.26 -5.41 -4.26 0.075
H 3.78 5.26 -2.59 0.121
H -0.69 -1.89 -3.04 0.095
C -4.73 -0.47 -1.36 -0.106
C -0.03 -4.29 -0.35 -0.091
C 0.22 2.37 3.79 -0.441
H -2.56 2.13 -5.88 0.102
H 4.75 7.65 -3.64 0.097
O -3.33 1.00 -4.34 -0.197
O -0.39 -2.49 2.89 -0.113
H 0.81 4.94 -2.73 0.074
H 1.13 4.26 3.08 0.075
H 1.46 3.65 4.80 0.074
H -4.75 -0.66 -2.44 0.097
N -4.67 -0.99 2.82 0.058
C 3.10 6.07 -2.34 -0.220
H -0.38 -2.89 -4.52 0.094
H 5.40 8.44 -2.16 0.096
H 4.95 1.47 -0.08 0.131
H 4.33 -1.28 1.07 0.114
H -0.56 -4.19 4.09 0.105
H 2.61 6.44 -3.30 0.142
N -5.01 3.12 -3.12 0.050
C -0.95 0.70 0.51 -0.068
N -5.32 -4.32 -2.00 0.050
H 2.03 -5.77 0.86 0.134
N 1.12 4.73 -1.79 0.046
H -2.72 -5.91 -3.51 0.068
H -1.49 -0.10 0.01 0.040
C -1.15 -2.55 -3.81 -0.127
O -1.81 -3.70 -3.33 -0.198
H -0.19 -2.98 2.09 0.039
C 2.79 5.16 0.01 -0.034
H -1.51 -1.45 4.91 0.059
H -3.06 0.43 -6.23 0.065
H -2.09 -3.51 3.56 0.091
H 2.29 -0.20 5.75 0.084
H -5.33 0.45 -1.16 0.106
O 1.00 2.40 -3.48 -0.074
H -2.64 -1.88 0.19 0.048
C -3.22 -2.07 1.09 -0.044
C -3.77 -5.72 -3.36 -0.065
N 3.46 1.35 1.32 0.066
C 4.25 -4.97 1.87 -0.066
H 3.47 2.28 1.70 0.063
H -1.78 2.03 -3.56 0.105
C 3.00 -4.12 1.85 -0.464
H 3.63 5.82 0.33 0.088
C 2.05 5.66 -1.29 -0.442
C 1.36 3.41 3.75 -0.044
C 2.09 -4.66 0.75 -0.160
H -0.72 3.35 5.33 0.081
N 2.32 -4.23 3.12 0.052
H -3.62 -3.07 0.93 0.095
H 2.34 -1.24 4.32 0.089
H -5.93 -4.54 -2.80 0.071
H 3.68 -0.16 4.56 0.087
O 1.14 1.17 -0.95 -0.119
H -1.39 -2.79 6.06 0.072
H -3.00 -2.57 -2.24 0.091
H 3.07 0.75 2.00 0.041
H 0.04 -2.19 5.29 0.053
H -1.93 4.00 -2.05 0.060
H -5.59 2.76 -3.86 0.074
C 2.60 -0.22 4.72 -0.109
H -3.87 -0.60 3.26 0.054
H -4.08 -0.04 1.15 0.124
H 0.04 2.57 0.26 0.111
C 4.75 0.88 0.80 -0.388
C 5.01 7.45 -2.54 -0.129
H -3.38 -4.80 -1.44 0.130
O 0.75 -4.07 0.80 -0.239
C -2.97 4.18 -2.34 -0.053
H -0.72 1.97 -1.19 0.072
C 4.53 -0.54 0.28 -0.222
O 3.88 7.09 -1.78 -0.222
O 1.95 0.76 3.99 -0.209
H 1.45 -3.66 3.07 0.055
H 1.58 3.85 -1.92 0.037
H 1.47 6.55 -0.95 0.142
H 0.94 1.52 5.60 0.125
H 6.35 -2.54 -1.61 0.093
H -6.25 -0.47 0.71 0.129
H 2.52 -4.33 -0.24 0.135
H -4.34 -6.62 -2.97 0.101
H 4.69 -2.66 -1.07 0.060
H -0.16 -5.39 -0.47 0.105
H 6.79 0.60 1.17 0.066
C -4.34 -1.08 1.39 -0.418
C -3.15 -3.35 -2.95 -0.191
H -1.56 0.78 -5.41 0.060
H -0.10 0.45 4.77 0.133
H 4.93 -4.71 2.68 0.085
C -5.60 -1.35 0.58 -0.220
O -5.29 -1.59 -0.74 -0.207
H -5.47 -3.33 -1.79 0.037
H -3.46 3.70 -4.43 0.157
H 1.13 1.82 -4.26 0.055
H 2.35 3.04 3.45 0.063
H -0.45 0.32 1.38 0.059
H -3.52 4.17 -1.40 0.074
H -1.81 -1.91 -4.43 0.078
H 0.44 -3.91 -1.29 0.093
H -1.77 1.32 0.88 0.079
H 5.78 6.62 -2.60 0.097
C -3.60 3.24 -3.37 -0.443
H -6.08 -2.19 1.04 0.128
H -5.23 2.82 -2.19 0.058
H 3.18 -3.05 1.65 0.124
H 0.98 1.83 -2.71 -0.011
H -2.53 -2.12 1.92 0.042
H 3.61 -0.44 -0.37 0.135
H -0.08 2.06 2.77 0.122
C -1.09 -3.26 3.85 -0.302
H -3.70 -3.02 -3.81 0.122
H -1.30 3.59 3.88 0.059
C -2.86 1.92 -3.40 -0.255
H -4.80 -1.87 3.27 0.055
H 6.20 2.08 1.92 0.063
H 2.11 4.89 0.81 0.046
H 5.89 0.50 2.68 0.069
N -0.97 2.86 4.47 0.045
C -1.00 -2.39 5.13 -0.062
H -0.95 -3.75 -0.26 0.065
C -2.56 1.06 -5.57 -0.056
C 5.99 1.05 1.74 -0.032
H -3.74 -0.29 -1.01 0.050
H 4.81 -4.93 0.95 0.062
```

Record 3
Here is 12 unconnected molecules or ions with the total composition C32H92N4O12 in a non-equilibrium geometry from the Open Molecules 2025 dataset. Energies are from the ωB97M-V functional and the def2-TZVPD basis.

## Properties
structure (SMILES) = COC[C@H](C)N.COC[C@H](C)N.COC[C@H](C)N.COC[C@H](C)N.CCO.CCO.CCO.CCO.CCO.CCO.CCO.CCO
HOMO-LUMO gap = 8.99 eV
spin multiplicity = 1
DFT total energy = -65198.4692 eV

Geometry as XYZ:
```
140
Properties=species:S:1:pos:R:3:lowdin_charge:R:1
H -1.98 4.31 2.63 0.091
C 0.88 2.86 4.73 -0.309
H 2.65 -3.28 2.84 0.073
O -0.16 4.31 -1.04 -0.075
C -2.83 -2.65 3.89 -0.095
H -1.48 1.50 -3.68 0.094
H -4.19 2.00 -1.13 0.064
N 6.59 -4.38 -0.11 0.012
H -4.55 -3.46 -3.41 0.069
H 0.88 3.91 6.71 0.071
H 5.33 2.61 2.29 0.107
C -3.71 -1.72 -2.36 -0.260
C 1.73 -6.29 1.23 -0.100
H 0.12 -0.05 -5.19 0.116
H -5.44 6.68 2.06 0.066
C 0.39 1.02 1.27 -0.065
H 2.52 -0.57 -4.60 0.055
H 0.23 -3.50 -1.95 0.071
H 1.35 3.85 -2.44 0.112
H 1.78 4.06 -0.77 0.099
H 0.23 4.75 5.37 0.062
N 0.41 -0.81 -3.21 0.056
H 0.68 6.36 -2.41 0.077
H -1.06 0.81 -0.30 0.101
H -1.17 -1.89 -8.31 0.088
H -2.50 3.24 -2.87 0.106
H -2.86 -3.66 -3.02 0.074
H -1.67 -1.61 -4.94 0.090
H -4.48 -1.02 -2.69 0.098
H -1.81 -2.41 4.20 0.082
H 1.46 -6.82 2.14 0.085
H -1.86 -3.31 -0.88 0.040
H 1.46 -4.10 -0.77 0.054
H 2.20 -0.55 -0.61 0.048
H 4.49 1.03 -2.00 0.117
H 1.32 -6.76 0.33 0.093
C 5.10 0.75 3.44 -0.085
H 4.40 0.11 3.96 0.050
C 3.24 -0.24 -0.71 -0.060
H 3.86 -5.14 -0.79 0.070
C -0.98 -1.57 -7.29 -0.103
H 2.05 4.56 5.57 0.077
N -6.15 6.04 1.75 0.028
H 0.85 -2.53 -0.46 0.066
H -3.22 -3.44 4.53 0.089
H -1.59 -0.21 1.92 0.048
C -3.66 -1.46 4.12 -0.371
H -0.69 -5.15 -0.52 0.130
C -3.61 -2.92 -3.29 -0.084
H 3.51 -1.82 3.38 0.066
C -0.71 -2.11 -5.06 -0.197
O -0.49 -2.54 -6.36 -0.158
O 4.12 2.85 3.99 -0.098
C -4.02 4.97 1.13 -0.204
H -6.91 3.37 2.24 0.063
C 1.39 5.92 -1.72 -0.081
H -6.93 6.05 2.39 0.077
H 4.38 -4.31 1.70 0.114
H 5.80 0.94 4.26 0.067
C -6.21 3.54 1.43 -0.036
H 7.26 -3.89 0.45 0.068
H 1.25 0.48 1.66 0.064
H -3.48 2.28 -4.13 0.111
C 4.39 -4.28 -1.19 -0.048
O -3.12 -0.30 3.57 -0.068
O -2.35 -1.21 -2.38 -0.139
H -0.65 3.56 -1.39 0.062
H -2.49 -0.27 -2.55 0.021
O 1.38 -4.97 1.56 -0.214
H 1.98 2.03 -1.59 0.057
H 2.09 -1.69 2.28 0.079
C 5.32 -3.68 -0.16 -0.443
H -3.94 -1.91 -1.31 0.108
C -3.12 2.38 -3.10 -0.249
C 4.73 -3.38 1.25 -0.135
H 5.74 -2.78 -0.61 0.120
H 1.30 6.37 -0.73 0.077
H 3.07 0.48 -2.82 0.088
H 2.81 -6.38 1.27 0.078
H -6.87 3.65 0.57 0.072
O -2.11 1.42 -2.96 -0.118
H -5.52 2.70 1.35 0.062
H 3.18 2.97 3.82 0.008
H 5.66 0.17 2.70 0.065
C -0.49 0.18 0.38 -0.313
H -3.51 5.86 1.51 0.116
H -4.58 -1.74 3.61 0.118
H -1.90 -1.04 -7.01 0.083
H 3.73 1.92 2.21 0.094
H -3.73 -1.32 5.20 0.116
C 0.34 -0.96 -4.62 -0.408
H -2.82 -2.84 2.82 0.073
H 1.02 -1.52 -2.83 0.048
C 0.57 -3.49 -0.91 -0.016
H -3.66 0.48 3.71 0.086
H 2.40 6.16 -2.05 0.078
H 3.58 -3.60 -1.44 0.059
C 1.14 4.45 -1.56 -0.351
H -0.20 2.83 4.60 0.102
H -0.67 -5.24 1.89 0.131
H -0.27 -0.75 -7.32 0.076
H 5.49 -2.95 1.91 0.117
H -4.16 5.39 0.13 0.128
H 0.70 1.89 0.70 0.074
H -3.55 -2.55 -4.32 0.065
H -5.17 4.72 2.93 0.118
N -1.69 -3.55 0.08 0.064
O 1.44 3.03 3.49 -0.094
C -0.43 -4.24 0.02 -0.444
H -1.52 -2.67 0.54 0.034
H -0.48 -1.08 -2.83 0.025
O -3.17 3.86 1.02 -0.187
H 1.38 2.01 5.21 0.124
C 1.80 -1.30 -4.98 -0.059
H 1.04 3.80 3.07 0.112
C 3.45 0.74 -1.83 -0.333
H 2.11 -2.27 -4.58 0.086
C 4.57 2.09 2.87 -0.281
H 3.98 -1.02 -0.85 0.062
H -0.08 1.37 2.19 0.054
H -4.97 1.24 -2.50 0.052
H -3.25 3.22 2.96 0.077
O 2.93 1.94 -1.47 -0.086
C -2.51 3.47 2.19 -0.099
H 0.06 -0.56 -0.22 0.079
H -0.55 -2.93 -4.36 0.122
H 2.01 -1.21 -6.04 0.071
O 3.64 -2.43 1.28 -0.225
C 0.03 -4.56 1.41 -0.188
H 3.38 0.12 0.31 0.065
H 4.91 -4.54 -2.11 0.079
H -0.06 -3.61 1.94 0.122
C 2.98 -2.28 2.55 -0.081
O -1.40 -0.62 1.07 -0.086
H 6.98 -4.27 -1.04 0.068
C -4.41 2.12 -2.19 -0.038
H -1.96 2.56 1.96 0.080
C 1.06 4.11 5.66 -0.063
H -5.14 2.90 -2.37 0.070
C -5.39 4.82 1.86 -0.436
```